DFT (ωB97M-V/def2-TZVPD) results for an isolated molecule of C9H7Cl3.

## Properties
orbital gap (alpha / beta): 0.2944 / 0.3047 Ha
highest occupied orbital energy (alpha / beta): -8.06 / -8.15 eV
E_tot: -47011.51536 eV
multiplicity: 1

Each line ends with the natural charge from an NBO analysis.
Cartesian coordinates (Å):
1 C 0.51153 -1.61453 1.87233  -0.19
2 C -0.56870 -0.89539 2.35292  -0.23
3 C 1.06530 -1.28840 0.64732  -0.21
4 C -1.11230 0.11953 1.59040  -0.12
5 C 0.54015 -0.25692 -0.11945  0.03
6 C -0.58140 0.43416 0.34028  -0.18
7 C 1.24976 0.13365 -1.41015  -0.51
8 C 0.40876 0.82713 -2.40867  -0.16
9 C -1.25433 1.43346 -0.50222  -0.09
10 Cl -0.59304 -0.08179 -3.43436  0.04
11 Cl -2.77502 0.97177 -1.16651  0.05
12 Cl -1.12271 3.09528 -0.07600  0.04
13 H 0.92603 -2.42765 2.44949  0.22
14 H -1.00044 -1.12800 3.31407  0.22
15 H 1.91378 -1.84671 0.27927  0.21
16 H -1.96090 0.68057 1.95585  0.21
17 H 2.07575 0.79482 -1.13123  0.24
18 H 1.66945 -0.78622 -1.82624  0.23
19 H 0.60832 1.83521 -2.72708  0.21